No. 1
{
  "formula": "C21H30N2O2P2Ti",
  "method": "the ωB97M-V functional and the def2-TZVPD basis",
  "homo_lumo_gap_ev": [6.41, 6.41],
  "total_energy_ha": -2609.75457,
  "total_charge": 2,
  "largest_force_ev_per_a": 3.23,
  "symbols": ["C", "C", "C", "C", "C", "C", "C", "C", "C", "C", "C", "C", "C", "H", "H", "H", "H", "H", "H", "H", "N", "Ti", "C", "H", "H", "C", "H", "H", "P", "P", "C", "H", "H", "H", "C", "H", "H", "H", "C", "H", "H", "H", "C", "H", "H", "H", "H", "H", "N", "C", "C", "O", "O", "H", "H", "H", "H", "H"],
  "positions_angstrom": [[-1.788, 3.016, -3.734], [-1.406, 1.788, -3.215], [-0.033, 1.371, -3.370], [1.033, 2.352, -3.689], [0.559, 3.680, -3.932], [-0.805, 3.958, -4.097], [2.389, 1.921, -3.734], [2.657, 0.539, -3.393], [1.541, -0.356, -3.135], [1.757, -1.777, -2.870], [3.018, -2.315, -3.053], [4.111, -1.469, -3.341], [3.958, -0.077, -3.381], [-2.838, 3.323, -3.796], [1.299, 4.480, -4.011], [-1.144, 4.941, -4.457], [3.207, 2.654, -3.966], [3.228, -3.377, -2.887], [5.094, -1.940, -3.480], [4.845, 0.572, -3.455], [0.249, 0.078, -3.169], [0.101, -0.184, 1.043], [-2.351, 0.832, -2.510], [-2.260, -0.182, -2.931], [-3.399, 1.145, -2.651], [0.604, -2.648, -2.279], [-0.347, -2.418, -2.795], [0.843, -3.723, -2.406], [-2.017, 0.662, -0.650], [0.413, -2.404, -0.489], [1.495, -3.443, 0.496], [1.408, -3.135, 1.549], [1.201, -4.494, 0.420], [2.533, -3.304, 0.175], [-1.252, -2.839, 0.037], [-1.277, -3.929, 0.200], [-1.547, -2.365, 0.992], [-2.001, -2.586, -0.725], [-2.530, 2.317, -0.044], [-3.559, 2.575, -0.338], [-2.469, 2.304, 1.054], [-1.834, 3.074, -0.425], [-3.546, -0.258, -0.163], [-3.512, -0.396, 0.929], [-4.457, 0.309, -0.420], [-3.573, -1.245, -0.646], [1.184, 0.859, 0.996], [1.112, -0.982, -0.309], [-0.634, 1.412, 4.983], [-0.725, -0.036, 4.626], [0.040, -0.045, 3.352], [0.413, -1.161, 2.764], [0.133, 1.094, 2.782], [0.363, 1.690, 4.970], [-1.071, 1.661, 5.871], [-1.057, 1.939, 4.194], [-0.249, -0.696, 5.359], [-1.769, -0.316, 4.383]],
  "mulliken_charge": [-0.67, 0.37, 0.27, 0.80, -0.92, -0.61, -0.95, 0.80, 0.22, 0.15, -0.57, -0.76, -0.78, 0.40, 0.44, 0.39, 0.40, 0.41, 0.38, 0.42, -0.24, -0.80, -1.16, 0.36, 0.63, -0.83, 0.49, 0.64, 1.01, 0.67, -1.09, 0.29, 0.45, 0.35, -1.19, 0.50, 0.38, 0.28, -1.22, 0.42, 0.34, 0.39, -1.35, 0.37, 0.45, 0.36, 0.19, 0.41, -0.24, -0.49, 1.03, -0.61, -0.67, 0.38, 0.33, 0.33, 0.35, 0.32]
}

***

No. 2
{
  "formula": "C21H30N2O3",
  "method": "the ωB97M-V functional and the def2-TZVPD basis",
  "homo_lumo_gap_ev": 8.44,
  "total_energy_ha": -1152.77728,
  "total_charge": 0,
  "e_above_lowest_kj_mol": 1953.4,
  "largest_force_ev_per_a": 15.65,
  "symbols": ["C", "H", "O", "C", "C", "C", "C", "C", "C", "H", "H", "C", "N", "O", "C", "C", "O", "N", "C", "C", "H", "H", "C", "C", "H", "H", "H", "C", "H", "H", "C", "H", "H", "C", "C", "H", "H", "H", "C", "H", "H", "H", "C", "H", "H", "H", "H", "H", "C", "H", "H", "H", "H", "H", "H", "H"],
  "positions_angstrom": [[2.431, -1.249, 6.178], [2.773, -1.273, 7.125], [3.259, -2.029, 5.229], [3.062, -2.044, 4.043], [2.160, -1.142, 3.468], [1.966, -1.495, 2.126], [2.701, -2.434, 1.469], [3.867, -3.034, 1.937], [4.015, -2.947, 3.324], [4.617, -3.493, 3.874], [4.505, -3.920, 1.321], [2.801, -2.501, -0.200], [2.074, -1.293, -0.650], [1.909, -1.637, -2.204], [1.147, -0.460, -2.578], [-0.446, -0.945, -2.064], [-0.857, -1.860, -1.640], [-1.308, 0.137, -2.209], [-0.998, 1.571, -2.886], [-2.442, 1.863, -3.180], [-2.390, 3.107, -3.271], [-2.655, 1.306, -4.106], [-3.246, 1.302, -2.126], [-4.802, 1.208, -2.332], [-4.702, 0.897, -3.469], [-5.156, 2.428, -2.571], [-5.356, 1.022, -1.432], [-2.610, -0.054, -2.096], [-2.803, -0.531, -0.850], [-3.213, -0.696, -2.637], [-2.930, 2.214, -0.891], [-3.454, 1.890, 0.051], [-3.434, 3.208, -1.018], [-1.530, 2.484, -0.253], [-1.084, 1.320, 0.682], [-1.006, 0.205, -0.035], [-1.673, 1.358, 1.385], [-0.274, 1.338, 1.058], [-1.383, 3.692, 0.380], [-1.640, 4.384, -0.236], [-2.226, 3.702, 1.321], [-0.425, 3.630, 0.808], [-0.538, 2.409, -1.471], [0.403, 2.216, -1.094], [-0.377, 3.434, -1.960], [-0.379, 1.677, -3.579], [1.264, 0.482, -2.121], [0.978, -0.427, -3.621], [3.203, -3.666, -0.986], [3.040, -4.712, -0.221], [4.212, -3.582, -1.173], [2.607, -3.780, -1.871], [1.212, -0.797, 1.305], [1.339, -0.672, 3.959], [2.473, -0.153, 5.907], [1.321, -1.659, 6.082]],
  "mulliken_charge": [-0.76, 0.29, -0.38, 0.70, -0.44, 0.27, 0.35, -0.49, -0.95, 0.62, 0.12, 0.51, -0.26, -0.36, -0.76, 0.46, -0.40, 0.18, -1.43, -0.87, 0.29, 0.48, 1.61, -1.63, 0.39, 0.28, 0.45, -1.01, 0.24, 0.59, -2.40, 0.45, 0.34, 2.89, -3.92, 0.11, 1.13, 1.74, -2.09, 0.78, 0.27, 0.46, -1.52, 0.67, 0.39, 1.23, 0.35, 0.49, -1.34, 0.29, 0.38, 0.44, -0.20, 0.38, 0.29, 0.31]
}

***

No. 3
{
  "formula": "C21H30N2O5",
  "method": "the ωB97M-V functional and the def2-TZVPD basis",
  "homo_lumo_gap_ev": 8.01,
  "total_energy_ha": -1303.25985,
  "total_charge": 0,
  "e_above_lowest_kj_mol": 1930.7,
  "largest_force_ev_per_a": 19.65,
  "symbols": ["C", "C", "H", "H", "O", "C", "O", "C", "H", "C", "N", "C", "O", "N", "C", "H", "H", "C", "C", "O", "C", "C", "C", "C", "C", "C", "H", "C", "H", "H", "H", "O", "C", "H", "H", "H", "C", "H", "H", "H", "H", "C", "C", "H", "H", "C", "H", "H", "H", "H", "H", "H", "H", "H", "H", "H", "H", "H"],
  "positions_angstrom": [[0.662, 3.225, 1.448], [-0.049, 2.120, 0.700], [0.448, 1.845, -0.228], [-0.314, 1.258, 1.362], [-1.462, 2.474, 0.201], [-2.260, 1.865, -0.456], [-1.884, 0.878, -0.972], [-3.646, 2.485, -0.721], [-4.075, 2.264, -1.685], [-4.424, 1.701, 0.474], [-4.438, 0.510, 0.405], [-3.407, -0.212, 0.886], [-2.585, 0.103, 1.684], [-3.102, -1.550, 0.762], [-1.833, -2.199, 0.926], [-1.500, -1.665, 2.035], [-1.890, -3.401, 1.371], [-0.928, -2.082, -0.080], [0.583, -2.478, 0.113], [0.575, -3.668, 0.719], [1.593, -1.689, -0.083], [2.670, -1.855, 0.908], [3.888, -1.014, 0.740], [3.805, 0.039, 0.007], [2.754, 0.400, -1.224], [1.737, -0.582, -0.879], [0.819, -0.604, -1.517], [2.766, 1.484, -2.046], [2.486, 2.265, -1.452], [1.956, 1.102, -2.648], [3.678, 1.459, -2.617], [4.983, 0.720, -0.296], [4.941, 2.191, -0.058], [5.769, 2.354, 0.453], [4.884, 2.562, -1.058], [4.056, 2.655, 0.506], [5.149, -1.395, 1.325], [5.373, -0.513, 2.369], [5.949, -1.551, 0.856], [4.854, -2.131, 2.240], [2.867, -2.887, 1.567], [-1.638, -2.710, -1.113], [-3.001, -2.295, -1.601], [-3.419, -2.958, -2.414], [-2.935, -1.143, -2.002], [-3.593, -2.427, -0.372], [-4.690, -2.128, -0.474], [-3.671, -3.560, -0.012], [-0.840, -2.561, -2.337], [-1.667, -3.783, -1.066], [-0.814, -0.917, -0.448], [-4.679, -0.027, -0.540], [-5.323, 2.106, 0.293], [-4.020, 1.938, 1.569], [-3.528, 3.469, -0.302], [1.613, 2.917, 1.886], [0.062, 3.540, 2.168], [0.695, 4.055, 0.728]],
  "mulliken_charge": [-1.72, 0.51, -0.02, 0.18, -0.36, 0.67, -0.56, -0.88, 0.41, -0.66, 0.08, 0.29, -0.64, 0.32, -1.80, 0.25, 0.14, 3.93, -0.33, -0.72, 0.10, -0.91, 1.10, 0.35, 0.87, -0.22, 0.44, -1.93, 0.51, 0.48, 0.36, -0.48, -0.86, 0.40, 0.34, 0.18, -1.53, 0.23, 0.45, 0.30, 0.16, -1.35, 0.48, 0.39, -0.06, -1.35, 0.42, 0.38, 0.09, 0.35, -1.50, 0.33, 0.37, 0.38, 0.36, 0.31, 0.61, 0.37]
}

***

No. 4
{
  "formula": "C21H30N4O3",
  "method": "the ωB97M-V functional and the def2-TZVPD basis",
  "homo_lumo_gap_ev": 8.76,
  "total_energy_ha": -1262.30653,
  "total_charge": 0,
  "e_above_lowest_kj_mol": 1987.3,
  "largest_force_ev_per_a": 19.47,
  "symbols": ["C", "C", "C", "C", "N", "C", "C", "C", "C", "C", "C", "C", "C", "C", "C", "O", "N", "N", "C", "O", "N", "C", "C", "C", "C", "C", "C", "O", "H", "H", "H", "H", "H", "H", "H", "H", "H", "H", "H", "H", "H", "H", "H", "H", "H", "H", "H", "H", "H", "H", "H", "H", "H", "H", "H", "H", "H", "H"],
  "positions_angstrom": [[4.738, -3.340, -3.316], [3.989, -2.965, -2.201], [4.615, -1.713, -1.438], [3.655, -1.449, -0.232], [4.177, -0.437, 0.329], [5.194, -0.669, 1.432], [6.200, 0.412, 1.559], [7.432, 0.286, 2.222], [8.285, -0.867, 1.801], [3.232, 0.656, 1.053], [2.271, 1.287, 0.203], [2.621, 1.893, -1.148], [1.358, 2.442, -1.501], [0.449, 2.050, -0.780], [-1.049, 2.163, -0.799], [-1.526, 2.873, -2.141], [-1.630, 1.643, 0.056], [-3.072, 1.806, -0.074], [-3.856, 0.446, 0.423], [-3.180, -0.437, 0.998], [-5.086, 0.635, -0.085], [-6.135, -0.430, 0.127], [-7.364, -0.074, -0.160], [-8.451, -1.123, 0.047], [-8.222, -2.243, 0.755], [-6.864, -2.263, 1.220], [-5.835, -1.585, 0.767], [0.858, 1.315, 0.152], [5.723, -3.556, -2.873], [4.772, -2.556, -4.146], [4.149, -4.155, -3.893], [3.789, -3.905, -1.442], [2.956, -2.733, -2.420], [5.481, -2.046, -1.134], [4.744, -0.867, -2.153], [3.358, -2.214, 0.522], [2.629, -1.102, -0.615], [4.924, -0.931, 2.459], [5.683, -1.550, 1.105], [5.797, 1.458, 1.559], [6.594, 0.639, 0.503], [8.087, 0.986, 2.299], [7.083, 0.145, 3.380], [7.835, -1.879, 1.911], [9.142, -0.784, 2.571], [8.591, -0.629, 0.780], [2.592, -0.187, 1.809], [3.652, 1.394, 1.632], [3.751, 1.920, -1.369], [1.519, 2.837, -2.577], [-1.360, 0.732, 0.707], [-3.411, 2.039, -0.843], [-5.510, 1.306, -0.495], [-7.725, 0.880, -0.474], [-9.346, -0.835, -0.112], [-9.113, -2.736, 1.040], [-6.728, -3.340, 1.732], [-4.867, -1.798, 1.542]],
  "mulliken_charge": [-1.11, -0.38, -0.48, -1.16, 0.88, -0.93, -0.21, -1.01, -1.07, -0.87, 0.02, 0.05, -0.37, 0.51, -0.24, -0.72, 0.32, -0.86, 0.65, -0.69, -0.01, 0.84, -0.69, -0.67, -0.57, -0.22, -0.22, -0.34, 0.33, 0.25, 0.30, 0.22, 0.38, 0.42, 0.24, 0.28, 0.31, 0.28, 0.44, 0.34, 0.23, 0.50, 0.26, 0.30, 0.34, 0.25, 0.09, 0.58, 0.36, 0.28, 0.47, 0.34, 0.09, 0.34, 0.51, 0.37, 0.22, 0.18]
}